C47H64IInN8O2PS | ωB97M-V with the def2-TZVPD basis set

XYZ file:
```
125
Properties=species:S:1:pos:R:3:forces:R:3:lowdin_charge:R:1
C -0.250893 0.407084 2.806992 0.2 0.1 -0.2 -0.153
C 0.931509 0.801662 1.913536 0.0 -0.1 0.1 -0.580
S 0.805386 0.209786 0.218191 0.0 -0.1 -0.1 0.732
C -0.524687 1.251102 -0.420361 0.0 0.2 0.2 -0.638
In -0.264982 3.471451 -0.166089 0.2 -0.5 0.1 0.506
C -1.239737 4.078558 1.737566 -0.2 0.2 -0.2 -0.283
C -1.374092 5.584421 2.058008 0.1 -0.1 0.1 -0.301
C -0.430401 6.554586 1.339237 0.0 0.1 0.0 -0.217
C 1.010991 6.657584 1.887396 0.0 0.0 -0.1 -0.197
C 1.476112 5.480308 2.735527 0.1 0.0 0.0 -0.212
C 2.974757 5.511478 3.004883 0.0 0.0 0.0 -0.230
O 3.366729 4.754884 4.141830 0.0 0.0 -0.1 -0.189
C 2.934057 3.409527 4.069051 0.0 0.0 0.0 -0.123
C 1.877731 3.916265 -0.425690 0.0 -0.1 -0.1 -0.322
N 2.266599 3.953643 -1.852463 0.1 0.0 0.2 -0.211
C 2.410195 2.615767 -2.406921 -0.1 0.1 0.0 -0.166
P -1.624072 4.678304 -2.028234 0.0 0.3 0.0 0.313
O -2.897899 5.251042 -1.101919 0.1 -0.2 0.3 -0.581
I -2.719980 2.689778 -3.097183 -0.2 -0.2 -0.1 0.259
H -1.122197 0.184468 2.193776 -0.1 0.0 0.0 0.055
H -0.505472 1.208667 3.499094 0.0 0.0 0.1 0.057
H -0.007507 -0.482894 3.386503 -0.1 -0.1 0.0 0.052
H 1.861103 0.367112 2.286979 0.0 0.1 0.1 0.053
H 1.067541 1.885082 1.904552 0.0 0.0 -0.1 0.027
H -1.487012 0.908730 -0.034923 -0.1 -0.1 -0.1 -0.009
H -0.522340 1.060831 -1.490423 0.0 0.0 -0.1 -0.087
H -0.732670 3.553229 2.548834 0.1 -0.1 0.0 0.015
H -2.243167 3.637390 1.714144 0.0 -0.1 0.1 0.028
H -1.262779 5.752204 3.135280 -0.1 0.0 0.1 0.096
H -2.394846 5.901079 1.829660 0.0 0.0 -0.1 0.089
H -0.877865 7.550331 1.388943 0.0 0.1 -0.1 0.103
H -0.400191 6.306823 0.275396 0.0 -0.1 0.0 0.068
H 1.114892 7.573712 2.475037 0.0 0.0 0.1 0.107
H 1.696423 6.772330 1.044107 0.0 0.0 0.0 0.100
H 0.955139 5.478006 3.695207 -0.1 0.0 0.0 0.124
H 1.231281 4.553797 2.218794 -0.1 -0.1 0.1 0.066
H 3.509191 5.138477 2.119867 0.0 0.0 0.0 0.119
H 3.314181 6.531990 3.193451 0.0 0.0 0.1 0.121
H 3.083780 2.989743 3.067248 0.1 0.0 0.0 0.085
H 1.877813 3.310494 4.326248 -0.1 0.0 0.0 0.070
H 3.510722 2.828574 4.786391 0.0 0.0 0.0 0.081
H 2.450213 3.152106 0.129123 0.1 0.0 0.0 0.036
H 2.131655 4.881319 0.013906 -0.1 0.0 0.0 0.017
H 3.167010 4.416631 -1.914111 0.0 0.0 -0.1 0.081
H 3.266177 2.062054 -1.997753 0.0 -0.1 0.1 0.075
H 2.506741 2.661265 -3.493049 0.0 0.0 0.0 0.071
H 1.515161 2.039208 -2.170843 0.0 0.0 0.0 0.037
H -2.920433 4.797370 -0.244553 0.0 0.2 -0.2 -0.013
N -1.324922 -3.843676 -2.916888 0.0 -0.1 -0.1 0.053
C -0.215032 -3.106805 -2.948026 0.0 0.0 0.0 -0.195
C -0.209036 -1.723687 -3.031679 0.0 0.0 0.1 -0.057
C -1.425409 -1.061961 -3.082160 0.0 0.0 0.0 -0.072
C -2.590116 -1.814007 -3.070451 0.0 0.0 0.0 -0.050
C -2.484635 -3.192109 -2.986729 0.0 0.0 0.0 -0.165
H 0.715220 -3.662689 -2.893013 0.0 0.1 0.0 0.094
H 0.724709 -1.176785 -3.036570 0.0 0.0 0.0 0.112
H -1.469687 0.018146 -3.099021 0.0 0.0 -0.1 0.008
H -3.560497 -1.337664 -3.115657 0.0 0.0 0.0 0.104
H -3.375223 -3.810076 -2.964379 0.0 0.0 0.0 0.083
N -6.996005 6.750098 -1.426905 0.1 0.0 0.0 0.054
C -6.148172 5.792815 -1.050814 0.0 -0.1 0.0 -0.132
C -6.511182 4.750996 -0.205308 0.0 0.0 0.0 -0.065
C -7.807752 4.698491 0.275203 0.0 0.0 0.0 -0.090
C -8.695977 5.691143 -0.109209 0.0 0.0 0.0 -0.090
C -8.239442 6.687687 -0.958700 0.0 0.0 0.0 -0.173
H -5.132315 5.840899 -1.425020 0.0 0.1 -0.1 0.085
H -5.783644 3.995157 0.059589 0.0 0.0 0.0 0.101
H -8.122056 3.899479 0.934999 0.0 0.0 0.0 0.100
H -9.720629 5.695831 0.238340 0.0 0.0 0.0 0.093
H -8.908522 7.479374 -1.281131 0.0 0.0 0.0 0.096
N 2.973327 -4.095043 1.194705 0.0 0.0 0.0 0.048
C 1.751137 -3.638525 0.922538 0.0 0.0 0.1 -0.135
C 0.905090 -4.233408 -0.002527 -0.1 0.0 0.0 -0.071
C 1.354123 -5.344374 -0.695832 0.0 0.0 0.0 -0.089
C 2.629370 -5.820103 -0.433019 0.0 0.0 0.0 -0.074
C 3.392169 -5.164757 0.520423 0.0 0.0 0.0 -0.171
H 1.437272 -2.753765 1.464489 0.0 0.0 0.0 0.090
H -0.080524 -3.828663 -0.187588 0.0 0.1 0.0 0.100
H 0.718984 -5.823326 -1.431139 0.0 0.0 0.0 0.104
H 3.027899 -6.680610 -0.953479 0.0 0.0 0.0 0.098
H 4.393019 -5.513315 0.756631 0.0 0.0 0.0 0.100
N 1.176609 1.204746 6.126377 -0.1 0.1 0.0 0.069
C 0.682915 1.453694 7.335360 0.1 0.0 0.0 -0.147
C 0.715649 0.537222 8.376852 0.0 0.0 0.0 -0.078
C 1.282367 -0.706590 8.145022 0.0 0.0 0.0 -0.086
C 1.787573 -0.982067 6.884659 0.0 0.0 0.0 -0.068
C 1.713164 0.007968 5.915601 0.0 -0.1 -0.1 -0.152
H 0.243434 2.435190 7.477701 0.0 0.0 0.0 0.105
H 0.303333 0.795475 9.342996 0.0 0.0 0.0 0.097
H 1.323399 -1.450710 8.930260 0.0 0.0 0.0 0.102
H 2.225008 -1.942815 6.651292 0.0 0.0 0.0 0.101
H 2.088939 -0.172955 4.913581 0.0 0.0 0.0 0.101
N 2.393419 -2.399531 -6.866373 0.0 0.0 0.0 0.055
C 1.459381 -2.870073 -6.042935 0.0 0.0 0.0 -0.149
C 0.210218 -3.307644 -6.462141 0.0 0.1 0.0 -0.059
C -0.087124 -3.235206 -7.812812 0.0 0.0 0.0 -0.077
C 0.869551 -2.735359 -8.681450 0.0 0.0 0.0 -0.081
C 2.090480 -2.335523 -8.160019 0.0 0.0 0.0 -0.165
H 1.730562 -2.899557 -4.994790 0.0 0.0 0.0 0.089
H -0.510256 -3.685574 -5.748998 0.0 0.0 0.0 0.085
H -1.049797 -3.567061 -8.180712 0.0 0.0 0.0 0.103
H 0.678016 -2.657020 -9.743257 0.0 0.0 0.0 0.096
H 2.864118 -1.942368 -8.811173 0.0 0.0 0.0 0.099
N -2.357109 -6.767583 -6.458898 0.0 0.0 0.0 0.055
C -2.779044 -6.064435 -5.408443 0.0 0.0 0.0 -0.148
C -4.113042 -5.736368 -5.202396 0.0 0.0 0.0 -0.069
C -5.053155 -6.155972 -6.128409 0.0 0.0 0.0 -0.083
C -4.623880 -6.886482 -7.224781 0.0 0.0 0.0 -0.082
C -3.270191 -7.164135 -7.341289 0.0 0.0 0.0 -0.165
H -2.016570 -5.746483 -4.704904 0.0 0.0 0.0 0.085
H -4.405657 -5.163832 -4.334851 0.0 0.0 0.0 0.082
H -6.100749 -5.915235 -6.000020 0.0 0.0 0.0 0.103
H -5.319497 -7.233945 -7.976761 0.0 0.0 0.0 0.097
H -2.898211 -7.733772 -8.186540 0.0 0.0 0.0 0.099
N 6.568708 -4.330631 5.034873 0.0 0.0 0.0 0.049
C 5.557586 -4.240798 4.172852 0.0 0.0 0.0 -0.147
C 4.641178 -5.259131 3.950817 0.0 -0.1 0.0 -0.073
C 4.788300 -6.439690 4.660671 0.0 0.0 0.0 -0.083
C 5.836795 -6.550107 5.560807 0.0 0.0 0.0 -0.086
C 6.693758 -5.469994 5.710671 0.0 0.0 0.0 -0.170
H 5.472864 -3.309378 3.624408 0.0 0.0 0.0 0.106
H 3.843834 -5.115155 3.235335 0.0 0.0 0.0 0.068
H 4.096435 -7.259893 4.514880 0.0 0.0 0.0 0.103
H 5.991291 -7.452271 6.137596 0.0 0.0 0.0 0.095
H 7.523983 -5.521074 6.407424 0.0 0.0 0.0 0.098
```
Positions in Å, forces in eV/Å.

Calculated values
**LUMO**: 2.03 eV
**Charge**: -1
**Total energy**: -99191.14536 eV
**HOMO level**: -4.5 eV
**Gap between HOMO and LUMO**: 6.577 eV